Record 1
{"formula": "FH3P2", "method": "ωB97M-V/def2-TZVPD", "species": ["F", "P", "P", "H", "H", "H"], "xyz": [[-2.01, -1.69, -1.06], [1.08, 1.03, 1.50], [1.29, 0.17, -0.30], [-0.12, 0.57, 1.99], [-1.59, -2.41, -0.59], [2.58, 0.80, -0.46]], "e_tot_ha": -784.3116, "e_homo_ha": -0.3431, "lumo_energy_ev": -0.900, "orbital_gap_ev": 8.44, "de_lowest_kcal_mol": 21.1}



Record 2
{"formula": "FH3P2S", "method": "ωB97M-V/def2-TZVPD", "species": ["F", "P", "P", "S", "H", "H", "H"], "xyz": [[1.13, 2.06, -0.37], [1.12, 0.22, 0.49], [-0.97, -0.18, 0.00], [2.71, -0.76, -0.12], [1.43, 0.89, 1.80], [-0.52, 0.65, -1.17], [-1.56, 0.90, 0.75]], "e_tot_ha": -1182.5116, "smiles": "F[P@@H](P)=S", "e_homo_ha": -0.3548, "lumo_energy_ev": -0.562, "orbital_gap_ev": 9.09, "de_lowest_kcal_mol": 33.5}



Question: Which formula does entry 1 have?
Answer: FH3P2



Question: Number 1 is which compound?
Answer: FH3P2